No. 1
Density functional theory data (ωB97M-V/def2-TZVPD) for a structure of composition C52H38N3O6P2Rh at a distorted geometry.

Last column: Mulliken charge in e.
CARTESIAN COORDINATES (ANGSTROEM)
1 Rh 0.177 -0.065 -0.327  -0.158
2 O -0.843 -0.340 2.562  0.627
3 C -1.147 0.820 3.221  -0.580
4 C -1.236 0.881 4.606  -0.474
5 C -1.608 2.069 5.211  -0.721
6 C -1.902 3.182 4.433  -0.780
7 C -1.722 3.121 3.062  0.104
8 C -1.307 1.944 2.434  -0.461
9 P -0.845 2.006 0.649  0.220
10 C -2.532 2.194 0.000  0.971
11 C -2.838 3.103 -1.007  -0.571
12 C -4.096 3.073 -1.595  -0.579
13 C -5.022 2.126 -1.188  -0.695
14 C -4.708 1.236 -0.167  -0.597
15 C -3.464 1.266 0.442  -0.398
16 C 0.638 3.074 0.844  1.814
17 C 1.366 3.336 -0.310  0.617
18 C 2.549 4.053 -0.256  -0.437
19 C 3.006 4.532 0.961  -0.745
20 C 2.268 4.297 2.111  -0.840
21 C 1.080 3.581 2.067  -0.855
22 C -1.572 -1.476 2.708  0.324
23 C -2.619 -1.652 3.607  -1.050
24 C -3.225 -2.894 3.705  -0.916
25 C -2.792 -3.960 2.929  -0.942
26 C -1.797 -3.750 1.991  -0.124
27 C -1.211 -2.494 1.837  -0.473
28 P -0.042 -2.227 0.469  2.832
29 C -0.669 -3.238 -0.891  1.277
30 C 0.199 -3.552 -1.937  -1.043
31 C -0.274 -4.179 -3.078  -1.166
32 C -1.623 -4.478 -3.194  -0.750
33 C -2.496 -4.139 -2.174  -0.844
34 C -2.028 -3.514 -1.032  -0.631
35 C 1.455 -3.009 1.129  0.833
36 C 2.028 -4.162 0.598  -0.507
37 C 3.190 -4.677 1.155  -0.856
38 C 3.788 -4.046 2.235  -0.750
39 C 3.208 -2.910 2.781  -0.477
40 C 2.044 -2.396 2.237  -0.458
41 H -1.010 0.005 5.200  0.641
42 H -1.673 2.123 6.290  0.460
43 H -2.244 4.099 4.894  0.421
44 H -1.903 4.003 2.457  0.482
45 H -2.099 3.819 -1.346  0.400
46 H -4.332 3.770 -2.389  0.464
47 H -5.987 2.070 -1.674  0.403
48 H -5.431 0.495 0.149  0.429
49 H -3.231 0.559 1.230  0.188
50 H 1.013 2.924 -1.236  -0.984
51 H 3.116 4.230 -1.161  0.491
52 H 3.941 5.075 1.017  0.392
53 H 2.622 4.669 3.064  0.433
54 H 0.545 3.402 2.982  0.264
55 H -2.967 -0.832 4.216  0.586
56 H -4.036 -3.029 4.408  0.422
57 H -3.242 -4.937 3.035  0.441
58 H -1.479 -4.565 1.354  0.588
59 H 1.243 -3.281 -1.872  0.576
60 H 0.410 -4.417 -3.882  0.452
61 H -1.996 -4.953 -4.092  0.409
62 H -3.554 -4.339 -2.279  0.409
63 H -2.729 -3.213 -0.268  0.334
64 H 1.564 -4.675 -0.231  0.536
65 H 3.623 -5.580 0.745  0.473
66 H 4.704 -4.442 2.654  0.412
67 H 3.666 -2.417 3.629  0.447
68 H 1.589 -1.508 2.658  0.080
69 O -3.029 2.467 -6.797  -0.704
70 C -2.475 3.291 -6.055  0.222
71 O -2.429 4.533 -6.059  -0.723
72 C -1.694 2.661 -4.885  0.055
73 C -0.518 3.232 -4.419  -1.177
74 C 0.128 2.668 -3.339  -0.350
75 N -0.325 1.603 -2.657  0.465
76 C -1.436 1.030 -3.148  0.787
77 C -2.131 1.513 -4.244  -0.916
78 C -1.939 -0.241 -2.516  -0.802
79 O -2.790 -0.904 -3.076  -0.736
80 O -1.434 -0.583 -1.371  1.085
81 H -0.122 4.116 -4.901  0.481
82 H 1.064 3.105 -3.014  0.536
83 H -3.002 0.979 -4.595  0.635
84 O 1.636 0.256 1.027  2.018
85 C 2.931 0.172 0.909  0.530
86 C 3.699 0.445 2.063  -0.676
87 C 5.070 0.430 2.042  -0.645
88 C 5.757 0.131 0.860  -1.028
89 C 5.030 -0.171 -0.265  -1.247
90 C 3.626 -0.169 -0.271  0.095
91 C 2.911 -0.522 -1.490  -0.219
92 N 1.605 -0.689 -1.663  1.711
93 C 1.380 -1.053 -2.975  -1.481
94 C 2.568 -1.110 -3.613  -1.366
95 N 3.519 -0.776 -2.671  -0.033
96 H 3.151 0.693 2.965  0.469
97 H 5.624 0.648 2.947  0.453
98 H 6.838 0.141 0.829  0.439
99 H 5.573 -0.413 -1.171  0.340
100 H 0.394 -1.255 -3.351  0.705
101 H 2.819 -1.343 -4.631  0.514
102 H 4.502 -0.672 -2.845  0.174

The HOMO-LUMO gap (spin up / spin down) comes out at 5.28 / 5.28 eV. The calculation puts the HOMO energy (spin up / spin down) at -6.9676 / -6.9676 eV. The calculation puts the total energy at -3413.36024 hartree. The max |F| is 0.066 Eh/bohr. The spin multiplicity is 1.

***

No. 2
Density functional theory data (ωB97M-V/def2-TZVPD) for a structure of composition C52H39BrN10RbS.

Last column: Mulliken charge in e.
CARTESIAN COORDINATES (ANGSTROEM)
1 Rb -0.609 0.653 -0.515  0.954
2 C 1.561 -1.312 2.777  -1.544
3 N 0.473 -1.257 1.838  0.312
4 C 0.220 -2.454 1.046  -0.473
5 C 1.018 -2.594 -0.218  -0.200
6 N 1.031 -1.719 -1.177  1.320
7 C 1.840 -2.255 -2.162  -0.160
8 C 2.186 -1.744 -3.412  0.248
9 C 3.037 -2.493 -4.205  -1.391
10 C 3.535 -3.732 -3.776  -0.638
11 C 3.187 -4.263 -2.545  -1.189
12 C 2.332 -3.506 -1.754  -0.079
13 N 1.770 -3.704 -0.510  0.298
14 C 2.891 -1.783 2.250  0.758
15 N 3.382 -1.566 1.066  0.186
16 C 4.599 -2.231 1.038  0.368
17 C 5.522 -2.357 0.004  -0.348
18 C 6.670 -3.091 0.248  -0.811
19 C 6.903 -3.694 1.492  -0.372
20 C 5.991 -3.587 2.529  -1.221
21 C 4.839 -2.852 2.275  0.364
22 N 3.721 -2.560 3.027  -0.032
23 H 1.281 -1.982 3.598  0.499
24 H 1.676 -0.315 3.207  0.360
25 H 0.530 -0.421 1.280  -0.332
26 H -0.830 -2.462 0.738  -0.876
27 H 0.385 -3.329 1.682  0.541
28 H 1.790 -0.790 -3.745  0.862
29 H 3.324 -2.118 -5.180  0.491
30 H 4.201 -4.288 -4.425  0.393
31 H 3.570 -5.223 -2.218  0.458
32 H 1.941 -4.471 0.115  0.240
33 H 5.333 -1.892 -0.957  0.397
34 H 7.407 -3.207 -0.537  0.416
35 H 7.814 -4.260 1.644  0.364
36 H 6.171 -4.060 3.487  0.410
37 H 3.532 -2.846 3.971  0.217
38 C 3.599 3.003 1.521  -0.935
39 C 2.635 1.980 1.487  -0.170
40 N 1.340 2.202 1.496  0.145
41 C 0.887 3.475 1.568  -0.467
42 C 1.784 4.584 1.597  1.951
43 C 3.168 4.297 1.566  -0.988
44 C 1.294 5.905 1.667  -1.215
45 C -0.067 6.095 1.737  -0.883
46 C -0.968 5.029 1.739  -0.281
47 C -0.554 3.687 1.631  -0.075
48 N -1.359 2.620 1.525  0.138
49 C -2.595 2.622 2.102  -0.213
50 C -2.893 3.222 3.328  -0.329
51 C -4.131 3.061 3.965  -0.815
52 C -5.129 2.300 3.415  -0.973
53 C -4.899 1.680 2.166  1.331
54 C -5.873 0.874 1.533  -0.637
55 C -5.609 0.311 0.318  -0.931
56 C -4.360 0.571 -0.281  -0.342
57 N -3.433 1.302 0.275  -0.184
58 C -3.660 1.851 1.492  -0.240
59 H 4.652 2.750 1.498  0.492
60 H 2.954 0.944 1.401  0.315
61 H 3.868 5.125 1.584  0.355
62 H 1.991 6.735 1.677  0.353
63 H -0.466 7.102 1.792  0.351
64 H -2.028 5.242 1.787  0.540
65 H -2.127 3.803 3.825  0.501
66 H -4.284 3.542 4.925  0.347
67 H -6.084 2.164 3.911  0.331
68 H -6.822 0.714 2.035  0.385
69 H -6.323 -0.326 -0.188  0.417
70 H -4.123 0.141 -1.249  0.640
71 S -1.244 -1.427 -5.263  -0.287
72 C -0.409 0.079 -5.446  0.827
73 C 0.382 0.544 -6.492  -0.574
74 C 0.959 1.798 -6.377  -0.630
75 C 0.737 2.583 -5.241  -0.532
76 C -0.053 2.123 -4.206  -0.171
77 C -0.624 0.852 -4.292  -0.642
78 N -1.393 0.257 -3.311  -0.326
79 C -1.791 -0.926 -3.652  0.100
80 C -2.590 -1.856 -2.838  0.532
81 C -3.497 -2.688 -3.517  -0.648
82 C -4.248 -3.617 -2.818  -0.706
83 C -4.078 -3.704 -1.439  -0.791
84 C -3.183 -2.854 -0.794  -0.403
85 C -2.384 -1.885 -1.434  0.328
86 H 0.548 -0.063 -7.374  0.414
87 H 1.584 2.175 -7.177  0.372
88 H 1.194 3.564 -5.176  0.420
89 H -0.239 2.723 -3.323  0.427
90 H -3.637 -2.593 -4.592  0.382
91 H -4.956 -4.254 -3.335  0.384
92 H -4.650 -4.429 -0.867  0.366
93 H -3.125 -2.951 0.293  0.343
94 Br 5.571 0.635 -3.041  -0.215
95 C 4.135 1.718 -2.442  -0.508
96 C 4.194 3.088 -2.601  -0.449
97 C 3.110 3.830 -2.164  -1.231
98 C 2.024 3.166 -1.619  -0.427
99 N 1.974 1.844 -1.467  1.277
100 C 3.024 1.128 -1.859  -0.119
101 H 5.061 3.557 -3.045  0.476
102 H 3.105 4.910 -2.244  0.567
103 H 1.159 3.723 -1.271  0.573
104 H 2.978 0.058 -1.691  0.163

The net charge is -1. The HOMO-LUMO gap comes out at 5.26 eV. The calculation puts the HOMO energy at -3.4126 eV. The calculation puts the total energy at -5548.96288 hartree. The max |F| is 0.012 Eh/bohr. The spin multiplicity is 1.